C44H120N4O18 | ωB97M-V/def2-TZVPD

Structure (ORCA input):
```
! wB97M-V def2-TZVPD RIJCOSX def2/J DEFGRID3
* xyz -1 2
C 14.7781 0.0089 -3.3900
O 15.7343 -1.0106 -3.6128
C 15.7518 -1.7577 -4.8685
C 16.8311 -1.0237 -5.7481
N 16.7022 -1.2387 -7.1638
C 15.6530 -0.4671 -7.8346
C 16.1834 0.3843 -8.9913
O 16.7771 1.6373 -8.5606
C 17.6255 2.3535 -9.4840
H 13.7771 -0.3313 -3.1247
H 14.7261 0.6338 -4.2815
H 15.0893 0.6391 -2.5569
H 14.7677 -1.8548 -5.3269
H 16.1470 -2.7568 -4.6848
H 17.8102 -1.4802 -5.6024
H 16.8829 0.0264 -5.4605
H 17.5694 -0.9465 -7.5911
H 15.0654 0.1242 -7.1324
H 14.9867 -1.2465 -8.2044
H 15.3532 0.6437 -9.6484
H 16.8736 -0.2408 -9.5579
H 17.1050 2.5873 -10.4127
H 18.6265 1.9367 -9.5956
H 17.8049 3.2773 -8.9341
C 21.3881 2.0953 -6.8138
O 21.3987 2.4508 -5.4368
C 21.1156 1.4266 -4.4879
C 20.7804 2.0475 -3.1163
N 19.4309 2.3641 -2.7503
C 19.4771 2.8335 -1.3260
C 18.2310 3.7017 -0.9513
O 17.0422 3.1090 -1.4282
C 15.8231 3.6633 -1.2115
H 22.0945 2.8506 -7.1583
H 20.3769 2.1265 -7.2194
H 21.8914 1.1386 -6.9532
H 21.9532 0.7314 -4.4320
H 20.3211 0.7785 -4.8578
H 21.3624 2.9635 -3.0143
H 21.2699 1.4467 -2.3498
H 18.7722 1.6022 -2.8268
H 20.2702 3.5760 -1.2376
H 19.6335 2.0901 -0.5444
H 18.3678 4.5358 -1.6394
H 18.3348 3.9961 0.0931
H 15.6968 4.5617 -1.8157
H 15.7101 3.9824 -0.1754
H 15.0207 2.9429 -1.3706
C 22.1561 -1.4985 8.7453
O 23.4623 -1.5984 8.0574
C 23.4386 -2.0307 6.6788
C 23.3436 -0.6480 5.8737
N 22.0295 -0.2969 5.2411
C 21.6904 -1.2649 4.1763
C 20.5064 -0.7771 3.2730
O 21.0759 0.2647 2.5261
C 20.3696 0.5361 1.3072
H 22.3300 -1.6025 9.8163
H 21.3715 -2.0955 8.2804
H 21.8101 -0.4794 8.5723
H 22.8170 -2.8088 6.2358
H 24.4279 -2.4760 6.5732
H 24.2183 -0.7240 5.2278
H 23.5421 0.2848 6.4014
H 21.8309 0.6731 5.0415
H 21.2785 -2.1639 4.6349
H 22.5842 -1.4164 3.5711
H 19.7387 -0.3209 3.8981
H 19.9681 -1.4992 2.6591
H 20.4713 -0.2533 0.5625
H 20.8082 1.4558 0.9202
H 19.3279 0.8276 1.4412
C 29.8915 -2.0116 -7.0499
O 28.5551 -1.9794 -7.1172
C 27.9757 -0.9117 -6.4640
C 26.4533 -0.9542 -6.5959
N 25.9145 -2.1036 -5.8870
C 24.4691 -2.4310 -5.9071
C 23.5742 -1.2281 -5.2879
O 22.2475 -1.4839 -5.6286
C 21.7232 -2.5992 -4.8802
H 30.2871 -1.0114 -7.2269
H 30.1624 -2.5975 -7.9282
H 30.3462 -2.4450 -6.1591
H 28.3060 0.0191 -6.9249
H 28.3247 -0.8180 -5.4356
H 26.1321 -0.8731 -7.6344
H 26.2666 0.0418 -6.1947
H 26.4934 -2.8801 -6.1735
H 24.4559 -3.3216 -5.2788
H 24.1805 -2.7221 -6.9171
H 23.8607 -0.3044 -5.7907
H 23.6670 -0.9964 -4.2269
H 20.6695 -2.7139 -5.1346
H 21.6581 -2.3367 -3.8243
H 22.1406 -3.5749 -5.1287
C 23.1885 5.6259 -4.7841
C 22.4575 6.9178 -4.5738
O 21.3849 7.0424 -5.4497
H 23.3298 5.6559 -5.8645
H 22.4826 4.8080 -4.6395
H 24.1542 5.4998 -4.2946
H 23.1693 7.7325 -4.7068
H 22.0129 7.0962 -3.5947
H 20.7849 6.3412 -5.1851
C 22.9093 5.1557 -9.1001
C 21.8073 6.1790 -8.7129
O 22.3412 7.3929 -8.1659
H 22.5619 4.3555 -9.7536
H 23.3283 4.6333 -8.2400
H 23.8370 5.6384 -9.4073
H 21.1700 5.7646 -7.9318
H 21.2243 6.3140 -9.6240
H 22.0187 7.4505 -7.2635
C 22.0336 -1.7479 -9.2337
C 23.0826 -1.4858 -10.3639
O 22.5730 -1.6445 -11.7228
H 22.5065 -1.3903 -8.3190
H 21.8540 -2.8226 -9.2046
H 21.1805 -1.0707 -9.2749
H 23.9227 -2.1751 -10.2792
H 23.5081 -0.4859 -10.2787
H 23.3212 -1.7322 -12.3178
C 12.2362 4.4428 -0.3217
C 12.1980 3.7832 -1.6841
O 12.2335 2.3628 -1.4601
H 13.1587 4.1780 0.1950
H 11.4442 3.9563 0.2477
H 12.1742 5.5310 -0.3143
H 13.0116 4.1212 -2.3259
H 11.3187 4.1176 -2.2347
H 11.4499 1.9295 -1.8064
C 17.1233 8.2567 -2.2179
C 18.3139 8.9873 -2.8168
O 17.7737 10.2005 -3.1721
H 16.9555 8.5337 -1.1771
H 17.3943 7.2066 -2.3274
H 16.2353 8.5263 -2.7897
H 18.6775 8.3432 -3.6174
H 19.1396 9.0582 -2.1089
H 18.2528 10.5918 -3.9062
C 21.1266 8.3977 1.9510
C 20.2571 7.6672 0.8849
O 20.9895 6.7569 0.0195
H 21.7768 7.7707 2.5611
H 20.5605 9.1117 2.5492
H 21.7418 9.1553 1.4655
H 19.5730 8.2871 0.3054
H 19.5884 7.0576 1.4926
H 20.9677 5.8691 0.3839
C 19.5986 -2.0354 -1.3251
C 18.3760 -1.1809 -1.8969
O 18.5336 -0.9659 -3.2549
H 19.5310 -2.1010 -0.2392
H 20.5877 -1.6531 -1.5776
H 19.6614 -3.0913 -1.5884
H 18.1370 -0.2389 -1.4034
H 17.5130 -1.8384 -1.7923
H 17.6600 -0.9291 -3.6512
C 14.1827 6.7263 1.5411
C 12.8583 7.3358 2.0640
O 12.1909 6.2005 2.4315
H 14.3506 6.4499 0.5002
H 14.5885 5.9560 2.1970
H 14.9178 7.5301 1.5002
H 12.3777 7.8705 1.2448
H 12.9840 7.9155 2.9785
H 12.0795 6.3495 3.3733
C 23.4851 4.2491 -0.6107
C 23.8594 4.0746 0.8724
O 22.7753 3.4233 1.5815
H 22.5255 4.7114 -0.8423
H 23.7485 3.3183 -1.1129
H 24.3249 4.8658 -0.9309
H 24.2233 5.0441 1.2127
H 24.7394 3.4410 0.7611
H 23.1230 3.2791 2.4646
C 16.8318 4.7801 -4.6593
C 18.0590 5.3046 -5.4601
O 19.1980 5.2127 -4.6819
H 15.9737 5.1677 -5.2083
H 16.7691 5.1149 -3.6238
H 16.9491 3.6971 -4.6969
H 18.0742 6.3209 -5.8537
H 18.1034 4.5409 -6.2366
H 19.3341 4.3705 -4.2417
*
```

## Properties
Highest occupied orbital energy (spin up / spin down) (eV): 0.776 / -6.636
Electronic energy (Ha): -3321.19921
Lowest unoccupied orbital energy (spin up / spin down) (eV): 1.92 / 1.94

These are the Mulliken partial charges, in e, on atoms 1 to 5: atom 1 (C): -0.55, atom 2 (O): -0.19, atom 3 (C): -0.63, atom 4 (C): -0.34, atom 5 (N): -0.36